{"formula": "C7H16N5O2", "method": "wB97M-V/def2-TZVPD", "homo_ev": -12.96, "total_energy_ha": -700.27742, "gap_ev": 10.354, "smiles": "CCON(CCO)c1nc(CN)[nH][nH+]1", "charge": 1, "e_above_lowest_ev": 0.4541, "elements": ["C", "C", "O", "N", "C", "C", "O", "C", "N", "C", "C", "N", "N", "N", "H", "H", "H", "H", "H", "H", "H", "H", "H", "H", "H", "H", "H", "H", "H", "H"], "xyz": [[-3.0097, 0.0781, 1.4348], [-1.7622, -0.5077, 2.0777], [-1.1696, -1.5035, 1.2071], [0.0999, -1.2063, 0.8064], [1.2336, -1.7517, 1.5393], [1.9235, -0.7118, 2.4267], [3.3146, -0.7300, 2.1296], [0.2894, -0.4844, -0.2856], [-0.7093, 0.0290, -1.0421], [-0.0921, 0.6611, -2.0288], [-0.8338, 1.3530, -3.1050], [0.0690, 1.7944, -4.1720], [1.2335, 0.5833, -1.9296], [1.4948, -0.1417, -0.7987], [-2.7502, 0.9572, 0.8610], [-3.4051, -0.6472, 0.7352], [-3.7600, 0.3009, 2.1775], [-2.0485, -1.0223, 2.9843], [-1.0465, 0.2668, 2.3132], [0.8805, -2.5840, 2.1263], [1.9525, -2.1028, 0.8088], [1.5194, 0.2739, 2.2146], [1.7366, -0.9146, 3.4757], [3.6601, 0.1420, 2.3153], [-1.3881, 2.1667, -2.6443], [-1.5688, 0.6477, -3.4630], [-0.4092, 1.6944, -5.0564], [0.2201, 2.7908, -4.0873], [1.9181, 0.9536, -2.5696], [2.4074, -0.3849, -0.4510]]}